1.
The ion C5H10N with charge +1 in a non-equilibrium geometry. Source: the OMol25 dataset; level of theory: ωB97M-V with the def2-TZVPD basis set.

Properties
Total charge = +1
Energy relative to the best compared isomer or geometry (same formula, charge and spin) = 86.9 kcal per mole
HOMO level = -12.7378 eV
HOMO-LUMO gap = 0.3276 hartree
Spin multiplicity = 1
SMILES = C[C@]12C[C@]1([NH3+])C2

XYZ file:
```
16
Properties=species:S:1:pos:R:3:lowdin_charge:R:1
C -1.7012 -0.6130 0.2030 -0.041
C -0.8093 0.5461 0.1129 -0.213
C -0.0295 0.8299 -1.1645 -0.079
C 1.0145 0.5042 -0.1166 -0.203
N 1.5924 -0.8347 -0.1081 0.177
C 0.2342 1.0167 1.1003 -0.054
H -1.1372 -1.5542 0.0512 0.092
H -2.5812 -0.2067 -0.4350 0.144
H -2.2083 -0.7624 1.1598 0.089
H -0.1778 0.1981 -2.0124 0.099
H -0.1468 1.7707 -1.7843 0.138
H 2.6979 -0.7607 -0.2407 0.240
H 1.1411 -1.3748 -0.8849 0.174
H 1.3541 -1.4147 0.7380 0.185
H 0.2843 2.1092 1.3003 0.123
H 0.4726 0.5461 2.0808 0.128
```


2.
The ion C5H10N with charge +1 in a non-equilibrium geometry. Source: the OMol25 dataset; level of theory: ωB97M-V with the def2-TZVPD basis set.

Properties
Total charge = +1
Energy relative to the best compared isomer or geometry (same formula, charge and spin) = 65.2 kcal per mole
HOMO level = -15.8446 eV
HOMO-LUMO gap = 0.4691 hartree
Spin multiplicity = 1
SMILES = CC[N@+]12C[C@H]1C2

XYZ file:
```
16
Properties=species:S:1:pos:R:3:lowdin_charge:R:1
C -1.6846 -0.0992 0.6885 -0.085
C -1.0291 -0.2732 -0.6036 -0.199
N 0.3971 -0.1638 -0.4296 -0.156
C 1.2365 0.9287 -0.8980 -0.008
C 1.3017 0.6236 0.5132 0.016
C 1.2817 -0.9352 0.4134 0.071
H -1.4173 0.8024 1.2858 0.102
H -2.7679 -0.3025 0.5627 0.108
H -1.3258 -0.9448 1.3963 0.111
H -1.3044 0.5677 -1.2844 0.144
H -1.1973 -1.3190 -1.1010 0.186
H 1.9300 0.7437 -1.6898 0.127
H 0.5985 1.8500 -1.1960 0.176
H 1.0538 1.3151 1.2853 0.148
H 2.0963 -1.3380 -0.1736 0.135
H 0.8309 -1.4554 1.2308 0.126
```


3.
A cluster of 2 separate species, C5H10N in total in a non-equilibrium geometry. Source: the OMol25 dataset; level of theory: ωB97M-V with the def2-TZVPD basis set.

Properties
Total charge = +1
Energy relative to the best compared isomer or geometry (same formula, charge and spin) = 76.7 kcal per mole
HOMO level = -14.5809 eV
HOMO-LUMO gap = 0.3673 hartree
Spin multiplicity = 1

XYZ file:
```
16
Properties=species:S:1:pos:R:3:lowdin_charge:R:1
C 1.4094 -0.2631 -2.7601 0.023
C 2.4848 -0.6948 -2.4564 0.038
C 0.1510 0.3746 1.3564 -0.068
C -0.9489 0.9651 2.1338 -0.014
C -1.2179 -0.7314 -0.3297 -0.031
N 0.0365 -0.3622 0.3168 0.030
H 0.9827 -0.4974 -0.2635 0.187
H 0.6026 0.2969 -2.6600 -0.020
H 3.4862 -0.9992 -2.6338 0.039
H 1.0856 0.8497 1.5268 0.143
H -0.7330 0.8054 3.2698 0.155
H -1.9214 0.7657 1.7928 0.064
H -0.8489 2.0580 2.3770 0.128
H -0.9057 -1.4025 -1.2198 0.129
H -1.7238 0.0737 -0.7794 0.084
H -1.9392 -1.2385 0.3292 0.114
```


4.
The ion C5H10N with charge +1 in a non-equilibrium geometry. Source: the OMol25 dataset; level of theory: ωB97M-V with the def2-TZVPD basis set.

Properties
Total charge = +1
Energy relative to the best compared isomer or geometry (same formula, charge and spin) = 51.4 kcal per mole
HOMO level = -16.3201 eV
HOMO-LUMO gap = 0.4364 hartree
Spin multiplicity = 1
SMILES = CCC=[N+]1CC1

XYZ file:
```
16
Properties=species:S:1:pos:R:3:lowdin_charge:R:1
C -2.4159 0.8436 -0.0381 -0.079
C -1.1738 0.4465 -0.8597 -0.204
C 0.1095 0.6998 -0.0817 -0.002
N 0.9882 -0.1383 0.2594 0.006
C 2.3321 -0.5668 0.8600 0.020
C 1.5298 -1.4510 -0.0091 -0.063
H -2.1427 0.4022 0.9846 0.114
H -3.2581 0.4422 -0.5129 0.061
H -2.4458 1.9553 -0.0369 0.096
H -1.0698 1.0079 -1.9021 0.173
H -1.2938 -0.6639 -1.0243 0.128
H 0.1589 1.6488 0.4351 0.157
H 2.3170 -0.5209 1.9682 0.142
H 3.2126 -0.0927 0.4322 0.129
H 2.1658 -1.7172 -0.9475 0.177
H 0.9859 -2.2954 0.4728 0.147
```


5.
The ion C5H10N with charge +1 in a non-equilibrium geometry. Source: the OMol25 dataset; level of theory: ωB97M-V with the def2-TZVPD basis set.

Properties
Total charge = +1
Energy relative to the best compared isomer or geometry (same formula, charge and spin) = 54.6 kcal per mole
HOMO level = -14.1674 eV
HOMO-LUMO gap = 0.4034 hartree
Spin multiplicity = 1
SMILES = C=C[C@@H]1C[N@@H+]1C

XYZ file:
```
16
Properties=species:S:1:pos:R:3:lowdin_charge:R:1
C -1.0228 -2.3097 1.0685 0.111
C -0.1538 -1.3793 0.5291 -0.089
C -0.5022 -0.3330 -0.4554 -0.198
C 0.3269 0.2847 -1.5272 0.011
N -0.0637 1.0465 -0.3953 -0.060
C 0.9402 1.7557 0.5176 0.072
H -0.7585 -2.9957 1.8280 0.064
H -2.0461 -2.2811 0.9430 0.044
H 0.8868 -1.4545 0.6949 0.089
H -1.6201 -0.4859 -0.7604 0.200
H 1.3648 -0.0631 -1.5150 0.157
H -0.1427 0.5857 -2.3841 0.114
H -0.7157 1.7159 -0.5597 0.139
H 0.5255 2.0804 1.4316 0.081
H 1.8166 1.0551 0.5673 0.121
H 1.1647 2.7784 0.0173 0.144
```


6.
A structure of composition C5H10N in a non-equilibrium geometry. Source: the OMol25 dataset; level of theory: ωB97M-V with the def2-TZVPD basis set.

Properties
Total charge = +1
Energy relative to the best compared isomer or geometry (same formula, charge and spin) = 60.9 kcal per mole
HOMO level = -14.0454 eV
HOMO-LUMO gap = 0.3668 hartree
Spin multiplicity = 1

XYZ file:
```
16
Properties=species:S:1:pos:R:3:lowdin_charge:R:1
C 0.3094 -0.2435 -0.3471 0.029
C -0.4153 0.9894 -0.0567 -0.134
C -1.5994 0.1667 -0.5458 -0.029
C -2.5079 -0.5768 0.3250 -0.065
C 2.6923 0.0901 0.1867 -0.024
N 1.5544 -0.6781 -0.2556 0.022
H -0.1619 1.8613 -0.6557 0.136
H -0.4449 1.2753 0.9948 0.140
H -1.8043 0.1837 -1.6064 0.129
H -3.4755 -0.0723 0.2471 0.113
H -2.2000 -0.5888 1.3669 0.097
H -2.6774 -1.5973 -0.0187 0.104
H 3.4253 0.1378 -0.6221 0.108
H 2.4066 1.1013 0.4666 0.100
H 3.1523 -0.4061 1.0420 0.107
H 1.7460 -1.6427 -0.5209 0.166
```


7.
A cluster of 2 separate species, C5H10N in total in a non-equilibrium geometry. Source: the OMol25 dataset; level of theory: ωB97M-V with the def2-TZVPD basis set.

Properties
Total charge = +1
Energy relative to the best compared isomer or geometry (same formula, charge and spin) = 124.3 kcal per mole
HOMO level = -14.7662 eV
HOMO-LUMO gap = 0.3832 hartree
Spin multiplicity = 1

XYZ file:
```
16
Properties=species:S:1:pos:R:3:lowdin_charge:R:1
C -0.5881 -0.5472 -0.0869 -0.228
C 0.6401 -0.2591 -0.0480 0.080
C -1.8046 -1.3392 0.0769 0.000
C 2.7357 -0.9936 0.1203 0.205
C -0.6695 2.0178 0.2184 0.036
N -0.2041 0.8172 -0.6288 -0.024
H -2.0872 -1.8597 -0.8695 0.113
H -2.4342 -0.4831 0.4009 0.097
H -1.6612 -2.0533 1.0019 0.148
H 2.4366 -2.0152 0.3142 0.040
H 3.1257 -0.2377 0.8170 0.044
H 3.3353 -0.7770 -0.7882 0.055
H -1.7351 2.2511 -0.1090 0.119
H -0.7997 1.5882 1.1470 0.063
H -0.1281 2.9510 0.0448 0.101
H -0.1618 0.9397 -1.6114 0.151
```


8.
A cluster of 2 separate species, C5H10N in total in a non-equilibrium geometry. Source: the OMol25 dataset; level of theory: ωB97M-V with the def2-TZVPD basis set.

Properties
Total charge = +1
Energy relative to the best compared isomer or geometry (same formula, charge and spin) = 97.0 kcal per mole
HOMO level = -13.8844 eV
HOMO-LUMO gap = 0.2926 hartree
Spin multiplicity = 1

XYZ file:
```
16
Properties=species:S:1:pos:R:3:lowdin_charge:R:1
C -1.8659 0.1788 -1.3876 0.074
C -0.6465 0.0343 1.9095 0.049
C -1.6559 0.6298 -0.1247 -0.189
C 2.1876 0.0941 -0.5699 -0.078
C 1.3014 -0.9830 -0.0858 0.159
N -0.6721 0.0411 0.6534 -0.053
H -2.7092 0.6059 -1.9452 0.075
H -1.6782 -0.8596 -1.7038 0.080
H 0.2960 -0.2915 2.4221 0.110
H -1.5633 0.4733 2.4121 0.130
H -2.2042 1.4575 0.3270 0.126
H 1.9110 0.3052 -1.6548 0.106
H 1.7776 1.0741 0.0887 0.174
H 3.2802 0.2235 -0.3866 0.111
H 1.4625 -1.4349 0.8154 0.060
H 0.7791 -1.5488 -0.7700 0.065
```


9.
The ion C5H10N with charge +1 in a non-equilibrium geometry. Source: the OMol25 dataset; level of theory: ωB97M-V with the def2-TZVPD basis set.

Properties
Total charge = +1
Energy relative to the best compared isomer or geometry (same formula, charge and spin) = 56.9 kcal per mole
HOMO level = -15.2294 eV
HOMO-LUMO gap = 0.3784 hartree
Spin multiplicity = 1
SMILES = C=C[N+](=C)CC

XYZ file:
```
16
Properties=species:S:1:pos:R:3:lowdin_charge:R:1
C -0.1443 1.9186 1.1223 0.108
C 0.5289 0.9055 0.6269 -0.203
N 0.3944 0.2906 -0.5795 -0.132
C 0.2131 0.9038 -1.6484 0.187
C 0.2992 -1.2548 -0.4609 -0.163
C -0.6949 -1.7191 0.5427 -0.089
H 0.0577 2.4162 2.0401 0.079
H -1.1224 2.2680 0.8455 0.087
H 1.5394 0.5893 1.1753 0.193
H -0.1002 0.4116 -2.4722 0.081
H 0.2215 2.0828 -1.7550 0.190
H 0.1069 -1.4528 -1.5551 0.137
H 1.3987 -1.5585 -0.1061 0.182
H -0.3761 -1.3416 1.5189 0.077
H -1.8340 -1.5861 0.2745 0.134
H -0.4878 -2.8735 0.4313 0.135
```


10.
The ion C5H10N with charge +1 in a non-equilibrium geometry. Source: the OMol25 dataset; level of theory: ωB97M-V with the def2-TZVPD basis set.

Properties
Total charge = +1
Energy relative to the best compared isomer or geometry (same formula, charge and spin) = 59.6 kcal per mole
HOMO level = -14.7702 eV
HOMO-LUMO gap = 0.4145 hartree
Spin multiplicity = 1
SMILES = C=C[N+]1(C)CC1

XYZ file:
```
16
Properties=species:S:1:pos:R:3:lowdin_charge:R:1
C -0.4306 0.0395 -2.1389 0.054
C -0.8932 -0.1659 -0.9421 -0.144
N -0.1545 -0.0261 0.2983 -0.220
C -0.8423 -0.4745 1.5466 0.042
C 0.8476 1.0336 0.3796 -0.105
C 1.4977 -0.2355 0.3273 0.098
H -1.0466 -0.1710 -3.0588 0.112
H 0.5811 0.4544 -2.2860 0.084
H -1.9736 -0.5941 -0.7728 0.168
H -1.8958 -0.2838 1.3163 0.106
H -0.6067 -1.5655 1.6635 0.125
H -0.2024 0.0483 2.2915 0.115
H 0.7434 1.5406 1.3030 0.119
H 0.6839 1.8119 -0.4075 0.163
H 1.7944 -0.6273 -0.6942 0.148
H 1.8978 -0.7845 1.1741 0.134
```


11.
A cluster of 2 separate species, C5H10N in total in a non-equilibrium geometry. Source: the OMol25 dataset; level of theory: ωB97M-V with the def2-TZVPD basis set.

Properties
Total charge = +1
Energy relative to the best compared isomer or geometry (same formula, charge and spin) = 51.2 kcal per mole
HOMO level = -13.0450 eV
HOMO-LUMO gap = 0.2832 hartree
Spin multiplicity = 1

XYZ file:
```
16
Properties=species:S:1:pos:R:3:lowdin_charge:R:1
C -1.0436 0.7099 2.1253 0.037
C -0.8267 -0.3105 1.2696 -0.230
C 0.5267 -0.6431 0.7683 -0.213
C 0.7819 -1.5905 -0.1911 -0.007
H -0.1501 1.3043 2.4186 0.080
H -2.0270 1.0269 2.5321 0.085
H -1.6516 -0.9702 0.9426 0.119
H 1.3654 0.0219 1.0870 0.125
H 1.7573 -1.7047 -0.6483 0.065
H -0.0051 -2.2041 -0.6516 0.081
C -0.3341 0.7524 -1.3680 0.108
N 0.7311 0.8492 -2.0876 0.169
H -0.9617 -0.1253 -1.5587 0.126
H -0.6142 1.5743 -0.7465 0.118
H 1.3813 1.5894 -1.8036 0.160
H 1.1622 0.0334 -2.5838 0.176
```


12.
The ion C5H10N with charge +1 in a non-equilibrium geometry. Source: the OMol25 dataset; level of theory: ωB97M-V with the def2-TZVPD basis set.

Properties
Total charge = +1
Energy relative to the best compared isomer or geometry (same formula, charge and spin) = 25.4 kcal per mole
HOMO level = -14.8520 eV
HOMO-LUMO gap = 0.4329 hartree
Spin multiplicity = 1
SMILES = CC1=C[N@@H+](C)C1

XYZ file:
```
16
Properties=species:S:1:pos:R:3:lowdin_charge:R:1
C 2.4469 -0.0285 0.2110 -0.008
C 1.0103 -0.1238 -0.0829 -0.226
C 0.1345 -1.1120 -0.2543 0.116
N -1.0740 -0.0882 -0.5132 -0.087
C -2.1704 -0.1037 0.4494 -0.004
C -0.0093 0.9623 -0.3214 -0.038
H 2.7125 -0.6557 1.0615 0.102
H 2.7281 1.0016 0.4100 0.095
H 3.0309 -0.3947 -0.6333 0.104
H 0.0391 -2.1759 -0.2695 0.127
H -1.4347 -0.1432 -1.4670 0.188
H -1.7665 -0.1234 1.4599 0.115
H -2.7847 0.7878 0.3227 0.113
H -2.7951 -0.9835 0.3024 0.112
H -0.2224 1.6058 0.5322 0.145
H 0.1549 1.5751 -1.2074 0.147
```